(1)
{
  "formula": "C4H7NO2",
  "method": "ωB97M-V/def2-TZVPD",
  "elements": ["O", "O", "N", "C", "C", "C", "C", "H", "H", "H", "H", "H", "H", "H"],
  "xyz": [[-1.511, 1.424, 0.870], [1.997, -1.235, -0.336], [-0.339, 0.934, 0.321], [1.564, 0.875, 0.127], [1.143, -0.306, -0.690], [-0.325, -0.245, -0.174], [-1.368, -1.295, -0.142], [2.118, 1.738, -0.253], [-1.259, 2.273, 1.261], [1.073, -0.039, -1.778], [-2.274, -1.019, -0.691], [1.779, 0.588, 1.149], [-1.655, -1.484, 0.898], [-0.941, -2.210, -0.561]],
  "e_homo_ev": [-8.02, -8.02],
  "relative_energy_kcal_mol": 147.10,
  "lumo_ev": [0.13, 0.13],
  "orbital_gap_ev": [8.151, 8.152]
}


(2)
{
  "formula": "C4H12O2",
  "method": "ωB97M-V/def2-TZVPD",
  "elements": ["O", "O", "C", "C", "C", "C", "H", "H", "H", "H", "H", "H", "H", "H", "H", "H", "H", "H"],
  "xyz": [[-1.289, -0.320, 4.770], [2.066, 1.370, -5.310], [-1.079, -1.256, -1.354], [-0.247, -0.266, -0.603], [-0.345, -0.254, 0.689], [0.605, 0.406, 1.618], [0.515, 0.033, 2.591], [-0.801, 0.454, 5.004], [2.116, 0.937, -4.474], [1.543, 0.243, 1.101], [-1.375, -0.527, 1.198], [0.204, 0.665, -0.988], [2.844, 1.943, -5.197], [-1.235, -0.750, 5.646], [-2.100, -1.445, -0.903], [-0.536, -2.192, -0.989], [-1.208, -1.058, -2.424], [0.210, 1.521, 1.650]],
  "smiles": "C/C=C/C.O.O",
  "e_homo_ev": -8.44,
  "relative_energy_kcal_mol": 56.68,
  "lumo_ev": 0.78,
  "orbital_gap_ev": 9.220
}


(3)
{
  "formula": "C4H3N5S2",
  "method": "ωB97M-V/def2-TZVPD",
  "elements": ["S", "S", "N", "N", "N", "N", "N", "C", "C", "C", "C", "H", "H", "H"],
  "xyz": [[-3.031, 0.618, 0.263], [-0.853, 3.333, -0.150], [0.277, -0.934, 0.001], [-3.085, -1.099, -0.202], [-1.862, -1.635, -0.283], [2.459, -0.453, 0.109], [0.959, 1.299, -0.064], [-0.345, 1.760, 0.038], [-1.037, -0.689, -0.131], [-1.422, 0.625, 0.049], [1.156, 0.033, 0.106], [3.113, 0.350, 0.252], [2.940, -1.427, -0.073], [0.732, -1.780, 0.087]],
  "e_homo_ev": -8.50,
  "relative_energy_kcal_mol": 41.61,
  "lumo_ev": -0.90,
  "orbital_gap_ev": 7.601
}


| no. | calculated total energy (eV) |
| --- | --- |
| 1 | -9840.901 |
| 2 | -8435.056 |
| 3 | -33315.361 |